No. 1
Formula: C25H60Li3N4O11
Source: the OMol25 dataset
Level of theory: ωB97M-V with the def2-TZVPD basis set

ORCA input file:
```
! RIJCOSX wB97M-V def2-TZVPD def2/J DEFGRID3
* xyz 1 1
Li -22.78097 11.14518 8.32454
Li -22.55115 9.61028 11.79198
Li -24.43099 7.40576 8.95697
C -23.74521 9.54231 9.70258
O -23.51519 8.51363 10.41732
O -23.47692 10.69793 10.14817
O -24.07672 9.40640 8.50338
C -22.68840 7.33809 6.24327
O -23.61800 6.77003 7.13086
C -23.60673 5.34801 7.03567
C -24.73538 4.72358 7.82842
N -24.74847 5.14999 9.24540
C -23.71619 4.37925 9.96907
C -23.66735 4.88901 11.41043
O -22.75305 4.16663 12.19446
C -21.42537 4.55205 11.97697
H -21.66693 6.95130 6.35489
H -22.59379 8.38548 6.53623
H -22.95855 7.24916 5.18932
H -22.64110 4.94899 7.36420
H -23.70118 5.07257 5.97999
H -24.67013 3.63372 7.75151
H -25.67749 5.02917 7.36527
H -25.64947 4.91518 9.64481
H -22.72423 4.48040 9.53905
H -24.00154 3.32363 10.00968
H -24.64822 4.83486 11.89004
H -23.50325 5.97693 11.39221
H -21.09754 4.33656 10.94791
H -20.72226 4.00924 12.60312
H -21.24266 5.63121 12.05785
C -22.89982 12.50235 12.95056
O -22.06512 11.36223 12.83962
C -20.78972 11.76973 12.34438
C -19.89218 10.55908 12.17314
N -20.46640 9.65985 11.16088
C -19.63702 8.48413 10.90103
C -20.16257 7.63876 9.76576
O -19.48925 6.39818 9.83238
C -19.85161 5.54531 8.77149
H -23.93534 12.16500 12.91743
H -22.75170 13.19952 12.12301
H -22.80480 13.09267 13.86639
H -20.37449 12.42297 13.11748
H -20.77971 12.30974 11.39116
H -19.70993 10.06341 13.12822
H -18.88997 10.80352 11.79397
H -20.46669 10.14846 10.26875
H -19.56038 7.83101 11.77359
H -18.60133 8.78390 10.68380
H -20.03570 8.11375 8.78354
H -21.23814 7.46052 9.89912
H -20.93958 5.55528 8.63562
H -19.59664 4.51922 9.03323
H -19.34141 5.83314 7.84879
C -26.66465 8.01516 10.73166
O -26.48940 7.85886 9.33826
C -27.38388 8.60760 8.56128
C -27.32862 8.20495 7.08116
N -26.23724 8.91147 6.44148
C -25.77952 8.26245 5.21482
C -26.81711 8.31106 4.10903
O -26.52642 7.29770 3.16866
C -27.51677 7.10900 2.19142
H -25.86832 7.48088 11.23912
H -27.63925 7.66538 11.08599
H -26.64397 9.07655 11.00232
H -27.09880 9.66875 8.63110
H -28.42368 8.56183 8.90474
H -28.30818 8.37690 6.63618
H -27.12323 7.12107 7.08070
H -25.52887 9.21686 7.09318
H -25.36272 7.26388 5.39048
H -24.95602 8.90468 4.88762
H -26.63643 9.26941 3.60546
H -27.85787 8.20759 4.42910
H -28.42648 6.67863 2.62237
H -27.14681 6.37976 1.47368
H -27.75054 8.03436 1.65889
C -23.32293 16.91327 7.11968
O -22.74362 15.73695 7.66844
C -23.45982 15.24603 8.77000
C -23.29175 13.73240 8.94321
N -23.41742 13.01064 7.63643
C -24.83486 12.70727 7.29823
C -24.90779 11.93784 6.00455
O -24.44502 12.69474 4.91660
C -24.34370 11.95105 3.73403
H -22.95745 17.07520 6.10748
H -23.05199 17.74791 7.77024
H -24.40954 16.84270 7.01447
H -24.52345 15.47688 8.65940
H -23.09939 15.65189 9.72570
H -23.99979 13.37378 9.68918
H -22.27491 13.58033 9.32490
H -23.13476 13.77872 7.02588
H -25.37258 13.65787 7.21894
H -25.29486 12.08672 8.06852
H -25.97624 11.72824 5.87418
H -24.31877 11.02144 6.13189
H -25.32467 11.56720 3.43586
H -23.58349 11.16246 3.75071
H -24.02020 12.61425 2.92981
*
```

HOMO-LUMO gap in Eh: 0.2995
Highest occupied orbital energy in Ha: -0.3892

---

No. 2
Formula: C25H60Li4N4O11
Source: the OMol25 dataset
Level of theory: ωB97M-V with the def2-TZVPD basis set

ORCA input file:
```
! RIJCOSX wB97M-V def2-TZVPD def2/J DEFGRID3
* xyz 3 2
Li 0.27240 -0.65932 0.80837
Li 0.11472 1.99044 -0.35376
Li -0.56535 -1.38517 -3.20093
Li -0.21318 2.04333 -3.52574
C 0.75744 -0.16859 -1.48591
O 1.37626 0.42121 -0.58120
O 0.42686 0.27310 -2.56190
O 0.13724 -1.14567 -1.10810
C 1.99133 -6.90062 1.69567
O 1.56439 -5.67495 2.25696
C 0.35225 -5.28951 1.52675
C -0.00202 -3.81003 1.88031
N 0.75822 -2.74005 1.27708
C 2.15170 -2.81813 1.79204
C 2.59270 -1.40801 2.02388
O 1.93601 -0.80616 3.17207
C 1.77161 0.61840 3.12057
H 2.41097 -7.35740 2.59196
H 2.68204 -6.65085 0.89029
H 1.27470 -7.59052 1.25005
H -0.43084 -6.00276 1.78393
H 0.50012 -5.28832 0.44683
H -0.06237 -3.64117 2.95546
H -0.89160 -3.72635 1.25602
H 0.86583 -3.08083 0.33242
H 2.66415 -3.35194 0.99170
H 2.24389 -3.36563 2.73005
H 2.42152 -0.96148 1.04438
H 3.68034 -1.41974 2.09458
H 1.06626 1.14289 3.76514
H 1.63058 1.10632 2.15613
H 2.77574 0.88076 3.45373
C 3.81492 -2.01688 -2.12496
O 3.42015 -3.19314 -2.83550
C 3.14418 -2.96054 -4.15842
C 1.81604 -2.38825 -4.46082
N 0.79221 -2.89361 -3.61668
C 0.07986 -4.07617 -4.11361
C -0.95846 -4.45054 -2.98288
O -0.19937 -5.17706 -1.91636
C -0.15695 -6.55657 -2.01454
H 4.82850 -1.79159 -2.45657
H 3.78260 -2.35861 -1.09041
H 3.33046 -1.06681 -2.35031
H 3.34122 -3.90858 -4.65892
H 3.94990 -2.25944 -4.37610
H 1.67224 -2.60562 -5.51920
H 1.91232 -1.30973 -4.33583
H 1.46159 -3.23665 -2.94262
H 0.65035 -4.93436 -4.46880
H -0.44845 -3.93119 -5.05593
H -1.87353 -4.94679 -3.30609
H -1.24118 -3.60079 -2.36151
H -1.18736 -6.90947 -1.97190
H 0.54355 -6.83133 -1.22593
H 0.30460 -6.96721 -2.91257
C -3.00859 -1.82931 0.09703
O -3.65893 -0.54154 0.13122
C -4.85734 -0.64848 0.82334
C -5.40482 0.73500 0.97465
N -4.49705 1.67529 1.68045
C -4.78114 3.12320 1.68420
C -4.82081 3.82893 0.39200
O -5.22146 5.22206 0.61694
C -4.76642 6.02686 -0.52045
H -3.64108 -2.67220 -0.18154
H -2.54786 -1.97869 1.07351
H -2.27737 -1.78546 -0.71011
H -4.87576 -1.09051 1.81952
H -5.52655 -1.23746 0.19616
H -6.33220 0.74785 1.54729
H -5.56438 1.07297 -0.04928
H -3.95350 1.39149 2.48302
H -4.15414 3.72606 2.34111
H -5.81059 3.27026 2.01085
H -5.60876 3.42399 -0.24303
H -3.83422 3.71145 -0.05625
H -4.87094 7.10800 -0.42927
H -5.28360 5.62393 -1.39124
H -3.68518 5.90889 -0.59173
C -1.40204 7.38607 2.14020
O -0.32627 6.47009 2.30918
C -0.65182 5.22003 1.73081
C 0.58283 4.25375 1.71334
N 1.08014 3.79344 0.35269
C 2.53196 3.42687 0.26895
C 3.22514 4.88873 0.05200
O 4.67460 4.80990 0.08986
C 5.28544 4.85445 1.38562
H -1.54349 7.56520 1.07436
H -0.96612 8.36308 2.34882
H -2.30303 7.32389 2.75049
H -1.03120 5.35761 0.71827
H -1.49822 4.79477 2.27013
H 0.28565 3.33433 2.21777
H 1.44496 4.69594 2.21265
H 0.76146 4.47450 -0.32162
H 2.76860 2.79515 -0.58723
H 2.97487 3.01844 1.17731
H 2.92210 5.65001 0.77083
H 2.86405 5.32446 -0.87959
H 5.17654 5.84984 1.81623
H 6.31928 4.50994 1.41030
H 4.77438 4.16494 2.05755
*
```

<S²>: 0.755
HOMO-LUMO gap (spin up / spin down) in Eh: 0.2017 / 0.1241
Highest occupied orbital energy (spin up / spin down) in Ha: -0.5547 / -0.5547

---

No. 3
Formula: C25H61BaN4O11
Source: the OMol25 dataset
Level of theory: ωB97M-V with the def2-TZVPD basis set

ORCA input file:
```
! RIJCOSX wB97M-V def2-TZVPD def2/J DEFGRID3
* xyz 1 1
Ba -0.36125 -0.79152 0.55172
O 2.86949 0.50638 -2.28203
C 1.92736 0.10927 -1.46106
O 1.10592 0.91767 -1.06389
O 1.81121 -1.08946 -1.16109
H 2.40504 1.33265 -2.43421
C -1.97445 -1.06456 4.05020
O -1.41400 -1.70533 2.92002
C -1.48046 -3.10217 3.03607
C -0.69666 -3.92216 1.94973
N -1.07316 -3.46963 0.58990
C -0.40210 -4.24300 -0.43877
C -0.70913 -5.71013 -0.41338
O -2.06495 -5.94015 -0.14845
C -2.43758 -7.22672 0.11957
H -1.94630 0.02037 3.94906
H -1.46194 -1.20999 5.00113
H -3.03992 -1.28419 4.11831
H -2.52328 -3.40625 2.94579
H -1.09951 -3.42399 4.00530
H -1.01407 -4.95337 2.10448
H 0.38578 -3.83096 2.03976
H -1.94799 -3.94191 0.41178
H 0.68454 -4.16572 -0.40220
H -0.71550 -3.77479 -1.37186
H -0.09287 -6.29709 0.26765
H -0.47226 -6.16070 -1.37721
H -3.40768 -7.52052 -0.28128
H -2.36588 -7.38130 1.19617
H -1.70311 -7.90584 -0.31339
C -3.74913 0.46268 1.36312
O -3.13724 -0.46554 0.47388
C -3.95498 -0.54846 -0.68112
C -3.06579 -1.32381 -1.72321
N -1.71348 -0.71843 -1.90908
C -1.01518 -1.37503 -3.06466
C -1.42542 -0.71262 -4.32635
O -1.19825 0.70412 -4.30494
C -1.87047 1.37632 -5.38601
H -3.10425 0.75163 2.19302
H -4.52503 -0.00284 1.97087
H -4.20564 1.34155 0.90783
H -4.25404 0.37750 -1.17230
H -4.83647 -1.14706 -0.45147
H -3.59291 -1.48393 -2.66374
H -3.06433 -2.35768 -1.37793
H -1.95268 0.16034 -2.34572
H -1.41544 -2.38845 -3.03500
H 0.05363 -1.55927 -2.95606
H -2.47505 -0.99602 -4.40425
H -1.06192 -1.19894 -5.23158
H -1.68877 0.93930 -6.36789
H -1.52890 2.39958 -5.54211
H -2.95950 1.35881 -5.34350
C -1.90877 2.70566 -0.30372
O -1.22893 1.94496 0.70987
C -0.38232 2.76540 1.49825
C 0.11406 2.03509 2.78740
N 0.95990 0.97432 2.38468
C 1.40256 0.22685 3.57657
C 2.43014 -0.84430 3.20052
O 1.92871 -1.74182 2.20616
C 2.94550 -2.62364 1.67302
H -2.14394 2.06416 -1.15300
H -1.28401 3.49649 -0.71889
H -2.83020 3.16798 0.05030
H -0.89874 3.68753 1.76484
H 0.49382 2.94967 0.87655
H -0.73040 1.75020 3.41496
H 0.74595 2.66985 3.40862
H 1.80953 1.37722 2.01604
H 0.56446 -0.27897 4.05599
H 1.94148 0.90682 4.23636
H 2.68285 -1.44781 4.07231
H 3.38138 -0.36884 2.96139
H 3.83554 -2.05931 1.39472
H 2.61782 -3.16939 0.78822
H 3.33878 -3.38931 2.34174
C 4.45683 1.66386 0.59813
O 3.48376 2.29127 1.45491
C 3.70358 3.66030 1.84372
C 3.64288 4.73021 0.76420
N 2.60576 4.32566 -0.19553
C 2.52604 5.32137 -1.29212
C 1.41559 4.89710 -2.30287
O 1.77537 3.71965 -3.09903
C 0.69635 3.01807 -3.65685
H 4.21727 0.60893 0.46458
H 5.38869 1.91003 1.10718
H 4.41474 2.03247 -0.42679
H 4.65964 3.74699 2.35998
H 2.88449 3.78183 2.55254
H 4.59704 4.89233 0.26280
H 3.40196 5.66797 1.26486
H 2.82936 3.40660 -0.54969
H 3.47477 5.36914 -1.82665
H 2.17938 6.30188 -0.96573
H 1.25772 5.71005 -3.01159
H 0.46095 4.74598 -1.79896
H 0.10030 3.69487 -4.26902
H 0.06867 2.53942 -2.90518
H 0.92982 2.20619 -4.34565
*
```

HOMO-LUMO gap in Eh: 0.3281
Highest occupied orbital energy in Ha: -0.3962

---

Record-wise maximum force values, in eV/A: 2.42 9.12 3.96